Entry from the OMol25 dataset: a cluster of 9 separate species, C65H144F3N8O3S in total (wB97M-V/def2-TZVPD).

XYZ file:
```
224
Properties=species:S:1:pos:R:3:forces:R:3
C 4.129 -0.122 0.009 -0.27 -0.57 1.24
C 4.263 0.148 -1.492 -1.37 1.07 0.99
C 3.475 1.453 -1.853 2.30 0.15 -1.68
N 3.291 1.695 -3.375 -1.88 0.26 -0.55
C 1.935 1.023 -3.771 1.23 0.02 0.18
C 3.220 3.228 -3.620 0.30 -0.13 -1.16
C 4.595 3.621 -4.287 -0.49 1.29 1.10
C 5.472 2.375 -4.257 0.23 0.50 0.36
C 4.445 1.298 -4.307 -0.22 -1.04 -0.45
H 4.395 0.663 0.717 0.56 0.65 -0.62
H 4.776 -0.944 0.317 0.11 -0.11 -0.23
H 3.153 -0.372 0.427 -0.34 -0.21 -0.84
H 3.855 -0.685 -2.066 0.30 -0.15 0.01
H 5.337 0.285 -1.616 -0.16 -0.01 -0.77
H 4.182 2.270 -1.708 -0.29 0.13 1.14
H 2.483 1.623 -1.437 0.22 -0.29 0.32
H 1.812 1.053 -4.854 0.18 0.01 0.09
H 1.073 1.470 -3.275 0.45 0.44 0.13
H 1.966 -0.002 -3.400 0.20 -0.08 -0.25
H 2.411 3.409 -4.328 0.04 -0.30 -0.17
H 2.912 3.798 -2.744 0.44 -0.47 0.38
H 4.415 4.105 -5.247 -0.05 -0.84 -0.42
H 5.062 4.468 -3.783 0.03 -0.21 0.54
H 6.167 2.353 -5.096 -0.19 -0.22 -0.08
H 6.095 2.288 -3.366 -0.07 0.30 0.17
H 4.094 1.329 -5.339 -0.70 -0.25 0.13
H 4.798 0.284 -4.117 -0.17 0.10 0.28
C 5.700 4.178 3.777 1.59 0.54 1.15
C 4.379 4.827 3.922 -1.22 0.87 -0.50
C 3.691 4.863 2.611 -2.27 -1.03 -0.85
N 2.126 4.950 2.730 -1.70 0.67 -0.59
C 1.718 6.150 3.576 1.13 0.00 -0.44
C 1.441 3.688 3.258 -0.47 -0.71 -0.66
C 0.446 3.184 2.119 0.92 0.15 0.71
C 1.009 3.757 0.831 -0.07 0.83 0.92
C 1.486 5.128 1.317 1.15 -0.82 -0.29
H 6.500 4.818 3.408 -0.30 0.19 -0.53
H 5.711 3.249 3.208 -0.07 -0.15 0.48
H 5.976 4.133 4.831 0.64 -1.16 -0.08
H 4.450 5.853 4.284 0.23 -0.10 0.34
H 3.756 4.262 4.616 0.01 -0.06 0.20
H 3.719 3.885 2.132 0.67 -0.04 -0.28
H 4.008 5.635 1.909 -0.02 0.08 0.21
H 2.265 6.979 3.128 -0.01 0.19 0.32
H 2.064 5.966 4.593 -0.16 0.20 -0.09
H 0.658 6.403 3.533 0.00 -0.57 -0.02
H 0.944 3.936 4.196 -0.06 0.07 -0.18
H 2.158 2.903 3.496 0.33 0.26 -0.19
H -0.541 3.608 2.303 -0.08 -0.13 0.00
H 0.380 2.101 2.016 -0.12 0.03 0.46
H 0.214 3.879 0.095 0.20 -0.12 -0.17
H 1.826 3.170 0.411 -0.11 -0.08 0.06
H 0.625 5.792 1.398 0.45 0.28 0.01
H 2.298 5.433 0.657 -0.35 0.87 0.13
C 0.318 -5.996 1.462 -0.99 -0.84 1.33
C 0.014 -6.253 2.967 0.94 -0.78 -0.11
C 1.124 -7.283 3.499 -2.41 1.10 1.46
N 0.950 -7.569 5.002 0.52 0.02 1.69
C -0.422 -8.157 5.389 0.29 0.95 -2.41
C 1.233 -6.335 5.892 0.75 -0.74 1.04
C 1.837 -6.929 7.233 -2.11 0.67 -0.32
C 2.536 -8.167 6.803 1.04 -0.99 -0.53
C 1.981 -8.625 5.478 -0.17 0.06 -2.06
H 0.014 -6.895 0.926 0.38 -0.01 -0.27
H 1.395 -5.833 1.413 -0.15 0.33 -0.56
H -0.322 -5.196 1.090 0.46 0.24 -0.08
H -1.011 -6.562 3.170 0.07 -0.50 -0.40
H 0.065 -5.301 3.496 0.57 0.00 0.27
H 2.070 -6.761 3.357 0.24 -0.62 0.15
H 1.063 -8.304 3.122 0.10 0.40 -0.87
H -1.086 -7.299 5.295 -0.35 -0.32 1.03
H -0.410 -8.804 6.266 0.08 0.73 0.16
H -0.707 -8.758 4.525 0.07 -0.44 0.13
H 0.312 -5.769 6.032 0.11 -0.11 -0.07
H 2.006 -5.704 5.453 -0.14 -0.16 -0.49
H 1.017 -7.168 7.910 -0.12 0.05 0.00
H 2.488 -6.261 7.797 -0.08 0.21 -0.41
H 2.419 -9.010 7.485 0.49 0.35 0.32
H 3.575 -7.878 6.644 0.19 -0.64 0.25
H 1.545 -9.622 5.404 -0.60 0.16 0.68
H 2.659 -8.724 4.631 0.77 0.53 0.37
C -8.504 1.675 -2.106 -1.83 -0.86 0.50
C -7.170 2.238 -1.828 1.57 0.74 -1.41
C -6.618 2.080 -0.421 -0.41 1.17 -0.38
N -5.250 2.730 -0.183 0.89 0.49 0.47
C -4.195 2.353 -1.204 -1.48 -0.23 0.05
C -5.311 4.306 -0.022 -0.75 -1.20 0.34
C -5.758 4.548 1.449 0.35 0.06 -0.36
C -5.459 3.230 2.212 -0.27 0.68 -0.45
C -4.754 2.321 1.192 0.22 0.35 0.77
H -9.237 2.074 -1.405 -0.16 0.03 -0.02
H -8.573 0.590 -2.029 0.16 -0.07 0.07
H -8.859 1.938 -3.103 0.17 0.05 0.04
H -7.221 3.233 -2.269 0.25 0.70 0.89
H -6.481 1.783 -2.539 0.35 -0.47 0.10
H -6.615 1.009 -0.221 0.53 0.09 0.42
H -7.217 2.609 0.321 -0.43 -0.35 -0.05
H -4.290 1.271 -1.283 0.58 0.04 -0.12
H -3.203 2.684 -0.896 -0.21 -0.18 0.16
H -4.476 2.804 -2.156 0.05 0.01 0.05
H -4.288 4.610 -0.244 -0.07 0.15 0.20
H -5.990 4.707 -0.774 0.05 -0.11 0.03
H -5.179 5.337 1.928 0.15 0.12 -0.43
H -6.784 4.892 1.578 -0.08 -0.31 -0.43
H -4.827 3.579 3.029 0.11 -0.89 0.16
H -6.382 2.811 2.611 0.21 -0.16 0.02
H -3.679 2.502 1.194 0.03 0.11 -0.06
H -4.867 1.259 1.409 -0.31 0.00 -0.47
C -0.932 -4.190 -3.661 -0.51 0.10 -0.99
C -2.153 -3.269 -3.968 0.30 1.30 0.47
C -1.759 -2.207 -5.048 -0.14 1.12 0.55
N -2.636 -0.902 -5.288 -0.92 1.40 -0.88
C -2.884 -0.019 -4.079 0.57 -1.52 -0.10
C -3.994 -1.234 -5.931 1.47 -0.44 -1.44
C -3.712 -1.144 -7.482 -1.24 0.16 1.01
C -2.329 -0.498 -7.699 -0.56 -0.68 0.11
C -1.899 0.075 -6.342 -0.68 -1.89 -0.71
H -0.552 -4.530 -4.624 0.08 -0.30 -0.04
H -1.239 -5.079 -3.110 -0.08 0.14 0.03
H -0.076 -3.736 -3.162 -0.37 0.41 0.13
H -2.441 -2.714 -3.075 0.08 -0.02 0.28
H -3.039 -3.854 -4.211 0.22 -0.06 -0.46
H -1.598 -2.713 -6.001 -0.20 0.44 -0.21
H -0.862 -1.660 -4.761 0.50 -0.74 0.17
H -3.404 -0.648 -3.356 0.32 0.30 0.31
H -3.519 0.833 -4.320 0.12 -0.19 -0.42
H -1.901 0.320 -3.749 -0.31 -0.12 0.42
H -4.734 -0.502 -5.609 0.15 -0.20 0.06
H -4.262 -2.258 -5.672 -0.15 0.27 0.36
H -4.549 -0.563 -7.869 0.27 0.20 -0.30
H -3.814 -2.110 -7.978 0.24 -0.01 0.19
H -2.463 0.273 -8.459 0.58 -0.05 0.03
H -1.696 -1.312 -8.053 0.41 0.47 -0.09
H -2.246 1.108 -6.343 -0.39 -0.18 0.98
H -0.830 0.049 -6.132 -0.08 -0.13 0.03
C -1.112 3.148 -3.404 -1.05 0.29 0.31
C -0.959 4.640 -3.758 0.97 -0.64 -1.38
C -1.061 5.620 -2.608 -0.42 0.96 0.07
N -1.529 7.036 -3.012 -1.50 0.67 0.64
C -2.942 6.998 -3.703 1.56 -0.39 0.06
C -1.667 7.972 -1.741 -0.04 -0.67 0.43
C -1.745 9.423 -2.184 1.54 -1.42 -0.76
C -0.920 9.349 -3.511 0.03 -0.41 -0.46
C -0.479 7.852 -3.795 -1.63 0.61 0.70
H -0.550 2.885 -2.507 0.01 -0.17 -0.04
H -0.922 2.429 -4.201 0.81 0.47 -0.30
H -2.158 2.887 -3.245 -0.24 0.31 0.61
H -1.581 4.909 -4.612 -0.54 -0.05 0.35
H 0.013 4.722 -4.243 0.38 0.30 0.26
H -0.119 5.782 -2.084 0.23 -0.02 -0.25
H -1.719 5.241 -1.826 -0.49 0.19 -0.13
H -3.335 8.001 -3.866 0.12 -0.06 0.48
H -3.562 6.353 -3.079 -0.12 0.36 -0.01
H -2.841 6.549 -4.691 0.12 -0.01 0.13
H -2.505 7.723 -1.090 -0.17 -0.62 -0.40
H -0.766 7.818 -1.149 0.18 -0.22 -0.22
H -2.786 9.735 -2.264 0.39 0.43 -0.14
H -1.122 9.989 -1.491 -0.77 0.33 0.19
H -1.554 9.693 -4.329 0.32 0.03 -0.16
H -0.022 9.967 -3.477 -0.19 0.08 -0.08
H -0.540 7.659 -4.867 0.17 -0.35 0.17
H 0.447 7.505 -3.336 0.24 0.53 -0.32
C 5.866 -9.119 0.516 -0.98 -1.47 0.93
C 4.861 -8.380 -0.317 1.04 2.11 -1.06
C 5.367 -6.913 -0.473 -1.49 -0.42 -1.52
N 4.436 -6.147 -1.586 -0.06 -0.45 -0.17
C 4.702 -6.902 -2.945 -0.89 0.82 1.09
C 4.767 -4.659 -1.691 0.54 0.35 0.84
C 3.476 -3.819 -1.715 0.17 -0.14 0.75
C 2.351 -4.781 -1.951 0.75 -1.81 -1.18
C 2.922 -6.130 -1.330 -0.14 1.14 0.30
H 5.912 -8.694 1.519 0.43 0.18 -0.04
H 6.847 -9.384 0.122 -0.13 0.56 -0.22
H 5.347 -10.065 0.676 0.43 -0.42 0.21
H 3.869 -8.413 0.134 0.03 0.06 0.07
H 4.797 -8.772 -1.332 -0.07 -0.41 0.22
H 6.337 -6.874 -0.969 0.03 -0.13 0.16
H 5.458 -6.392 0.480 -0.57 0.42 -0.21
H 5.737 -7.244 -2.946 -0.09 0.48 -0.43
H 4.364 -6.201 -3.708 0.68 -0.10 -0.21
H 4.045 -7.767 -3.032 0.09 0.06 0.35
H 5.462 -4.454 -2.506 -0.19 -0.30 -0.07
H 5.255 -4.355 -0.765 0.45 -0.43 -0.11
H 3.578 -2.977 -2.399 -0.27 -0.16 -0.06
H 3.254 -3.448 -0.715 0.61 0.49 0.11
H 2.250 -4.895 -3.031 -0.45 -0.29 -0.06
H 1.398 -4.473 -1.521 0.13 -0.25 0.04
H 2.453 -7.050 -1.678 0.13 0.16 0.05
H 2.792 -6.011 -0.254 0.10 -0.38 0.07
C -2.747 0.375 8.740 0.91 0.90 -1.06
C -2.742 0.730 7.211 0.03 0.72 0.86
C -1.582 0.058 6.540 0.23 -0.67 -2.40
N -1.625 0.118 4.953 0.69 1.06 -0.41
C -1.606 1.619 4.397 -0.21 -2.32 0.45
C -2.748 -0.728 4.426 -0.51 -0.57 -0.15
C -2.144 -1.756 3.478 0.00 -1.20 0.11
C -0.780 -2.015 4.063 0.75 0.12 0.39
C -0.349 -0.619 4.430 0.40 1.43 -0.26
H -2.760 -0.714 8.746 -0.32 0.10 0.68
H -3.548 0.877 9.283 -0.25 -0.49 -0.26
H -1.838 0.750 9.209 0.17 -0.28 0.03
H -2.620 1.778 6.937 -0.18 0.40 0.74
H -3.758 0.489 6.896 0.26 -0.58 -0.73
H -1.510 -1.016 6.708 -0.06 -0.03 0.28
H -0.573 0.462 6.621 -0.32 0.43 1.24
H -2.555 2.132 4.549 0.01 -0.35 0.31
H -1.441 1.458 3.332 0.15 0.36 0.05
H -0.802 2.137 4.921 0.00 -0.08 -0.20
H -3.569 -0.164 3.982 0.19 0.23 0.28
H -3.078 -1.251 5.323 -0.54 -0.02 -0.29
H -2.033 -1.509 2.422 -0.22 0.68 0.17
H -2.628 -2.732 3.489 -0.77 0.31 0.09
H -0.175 -2.512 3.304 0.43 0.35 0.12
H -0.745 -2.651 4.947 -0.45 -0.13 0.03
H -0.014 -0.098 3.533 -0.39 0.10 -0.24
H 0.466 -0.425 5.127 -0.20 -0.55 0.35
C 0.057 -1.442 -0.255 -0.74 0.56 0.71
F -0.826 -2.399 0.222 1.77 1.45 -0.58
F 1.120 -1.276 0.637 -1.91 -0.81 -1.54
F 0.511 -1.849 -1.458 0.00 0.17 1.14
S -0.851 0.264 -0.435 0.58 2.35 3.00
O 0.174 1.235 -0.846 0.16 -1.32 -0.07
O -1.929 0.143 -1.340 -0.96 -1.26 -2.03
O -1.382 0.595 0.904 1.12 -0.99 -0.33
```
Positions in Å, forces in eV/Å.

Summary:
**LUMO level**: -12.27 eV
**Total energy**: -106714.905 eV
**Kohn-Sham gap**: 10.349 eV
**2S+1**: 1
**Charge**: +7

Mulliken atomic charge list, values in e, 5 entries: atom 1 (C): -1.13, atom 2 (C): 0.18, atom 3 (C): -0.36, atom 4 (N): 0.63, atom 5 (C): -0.70